Entry from the OMol25 dataset: a 4-piece molecular cluster, C3H14NO3S overall in a non-equilibrium geometry (ωB97M-V with the def2-TZVPD basis set).

- Multiplicity: 1
- Net charge: -1
- HOMO: -3.434 eV
- M: 144.2 g/mol
- Orbital gap: 0.2575 Eh
- LUMO: 3.573 eV
- Energy: -801.400749 a.u.

Last columns: bonded neighbours and bond lengths (Å).
Cartesian coordinates (Å):
1 C 1.9172 0.8465 0.5059  C2 1.535, H6 1.092, H7 1.097, H8 1.091
2 C 1.2627 0.7605 -0.8803  C1 1.535, C3 1.566, N5 1.484, H9 1.101
3 C 1.1175 -0.7469 -1.2775  C2 1.566, S4 1.797, H10 1.138, H11 1.077
4 S -0.5378 -1.2492 -1.7638  C3 1.797
5 N 0.0300 1.5731 -0.7291  C2 1.484, H12 1.039, H13 1.059
6 H 2.8202 0.2318 0.5062  C1 1.092
7 H 1.2584 0.5835 1.3421  C1 1.097
8 H 2.2279 1.8739 0.7007  C1 1.091
9 H 1.8170 1.3586 -1.6195  C2 1.101
10 H 1.7703 -0.8257 -2.2065  C3 1.138
11 H 1.5917 -1.3951 -0.5594  C3 1.077
12 H -0.3949 1.5242 -1.6755  N5 1.039
13 H -0.7368 0.9015 -0.4422  N5 1.059
14 H -0.2645 -1.2091 0.9296  O16 0.971
15 H -0.9767 -2.4347 1.3743  O16 0.962
16 O -0.3364 -1.7949 1.7005  H14 0.971, H15 0.962
17 H -0.8370 -1.0535 4.4821  O19 0.964
18 H -0.2549 -1.7909 3.3245  O19 0.996
19 O -0.2300 -1.7851 4.3200  H17 0.964, H18 0.996
20 H -1.3722 3.2149 -0.8590  O22 0.969
21 H -2.5532 3.0691 -1.7905  O22 0.972
22 O -2.2303 3.6199 -1.0571  H20 0.969, H21 0.972

Results of the natural (NBO) charge analysis, in e, for atoms 1 through 2:
1. C -0.61
2. C -0.06